(1)
The following is a quantum chemistry calculation of a structure of composition C38H28BeN4O2SSbSe, from the OMol25 dataset.

Positions of all 76 atoms, in Å:
H  5.102  3.391  0.100
N  2.535  -1.700  0.304
H  -0.393  2.475  -3.878
C  1.909  -1.384  5.065
N  6.967  -1.030  -1.460
H  -2.648  -4.522  -1.108
C  -3.629  1.023  -5.405
H  -1.203  3.295  -6.052
C  -2.372  -1.686  4.649
C  -2.920  2.007  -6.077
H  1.584  -3.518  0.233
C  3.569  -3.621  -0.630
C  -0.825  -1.076  2.367
C  -2.027  1.096  -3.612
Sb  -1.315  0.412  -1.752
C  -2.766  3.202  1.328
H  -1.938  5.095  1.902
C  -4.360  -3.274  -0.779
C  -0.212  -1.269  3.630
H  -3.267  2.362  -7.039
C  4.334  2.660  0.317
C  4.555  1.315  0.022
H  -3.585  3.256  2.034
H  0.176  2.979  -1.161
C  -2.172  -2.443  -1.328
C  -2.649  2.100  0.491
H  1.200  2.314  1.565
Se  8.006  0.411  -1.628
H  -2.684  -1.101  1.308
H  -5.023  -4.106  -0.580
H  -1.125  -2.621  -1.551
O  -0.152  -0.780  1.277
H  5.555  -3.363  -1.420
H  -3.741  -0.210  -3.658
C  1.224  -1.188  3.746
C  3.632  -0.994  0.001
C  -2.970  -1.513  3.393
H  -0.538  -1.711  5.716
C  -2.653  -1.140  -1.285
C  -1.761  2.534  -5.523
H  -3.377  1.303  0.571
H  -2.974  -1.915  5.517
N  2.370  0.782  0.862
H  2.917  4.064  1.114
O  1.949  -0.961  2.755
H  1.706  -2.383  5.454
C  -3.184  0.565  -4.171
Be  1.362  -0.655  1.132
C  -1.595  2.016  -0.412
N  6.796  1.500  -0.897
C  -0.659  3.045  -0.470
H  2.979  -1.254  4.934
C  5.856  -0.639  -0.906
C  -1.312  2.077  -4.294
H  -0.066  4.961  0.291
H  -4.044  -1.620  3.294
C  5.761  0.771  -0.591
C  -3.025  -3.507  -1.074
S  0.848  -0.195  -1.830
C  4.747  -1.541  -0.618
H  1.536  -0.671  5.800
C  -1.839  4.231  1.256
C  2.160  2.062  1.135
H  -4.404  0.097  -1.009
H  3.498  -4.673  -0.870
C  -0.786  4.154  0.354
C  -2.223  -1.217  2.281
C  2.496  -2.987  -0.011
C  3.537  0.419  0.318
C  -1.012  -1.568  4.754
H  -4.527  0.605  -5.841
C  -4.850  -1.975  -0.750
H  -5.895  -1.790  -0.536
C  -4.000  -0.909  -1.007
C  4.706  -2.899  -0.934
C  3.126  3.031  0.876

As for the HOMO energy: -10.5943 eV. As for the orbital gap: 7.4 eV. Its charge is +1. The calculation puts the total energy at -4888.98706 Eh. The max |F| is 0.98 eV/Å. For the energy relative to the best compared isomer or geometry (same formula, charge and spin), the calculation gives 0.58 kcal per mole.

***

(2)
The following is a quantum chemistry calculation of the ion C5H5O2S with charge -1 in a non-equilibrium geometry, from the OMol25 dataset.

Positions of all 13 atoms, in Å:
H  -2.374  0.981  1.727
C  1.124  -1.099  -0.402
S  -3.154  -1.429  0.545
C  -0.758  0.424  0.481
H  2.092  -0.593  -0.682
C  -3.057  0.050  -0.251
O  -2.147  2.414  0.165
C  -2.027  1.132  0.690
H  0.837  -1.806  -1.212
C  0.082  -0.247  -0.089
H  -2.597  2.370  -0.759
H  1.248  -1.889  0.398
O  -3.489  0.474  -1.257

As for the HOMO energy: -3.3349 eV. As for the orbital gap: 7.0 eV. Its charge is -1. The calculation puts the total energy at -742.16109 Eh. The max |F| is 4.80 eV/Å. For the energy relative to the best compared isomer or geometry (same formula, charge and spin), the calculation gives 40.98 kcal per mole. The SMILES is CC#C[C@@H](O)C([O-])=S.

***

(3)
The following is a quantum chemistry calculation of a cluster of 4 separate species, C18H24O10S2 in total in a non-equilibrium geometry, from the OMol25 dataset.

Positions of all 54 atoms, in Å:
C  4.873  2.553  -0.115
C  3.680  1.694  0.407
H  -0.905  -2.271  -2.884
H  -0.573  -0.892  2.842
H  3.411  2.058  1.398
H  4.606  3.608  -0.067
O  1.805  -0.552  -0.154
C  -1.619  -1.251  -6.109
H  0.940  -1.112  2.117
C  -3.527  -0.750  -0.852
H  -0.392  -1.845  -7.770
S  1.737  0.582  -1.037
H  -2.158  -0.180  5.962
C  -2.252  -0.291  -0.431
O  -3.733  -1.066  -2.044
H  2.437  -0.692  -2.963
H  1.323  -3.078  -6.446
S  0.851  0.880  3.622
C  -1.293  0.309  6.411
H  -2.487  -0.987  -4.158
H  0.728  -1.594  3.866
C  0.535  -2.533  -5.947
C  0.514  -2.723  -4.457
C  -0.957  1.518  5.570
C  -1.621  -1.379  -4.672
O  0.425  1.098  -1.523
H  -5.539  -1.052  0.089
H  -1.540  0.461  7.462
H  -0.979  0.664  0.939
C  0.491  -0.876  3.081
H  5.664  2.350  0.608
O  0.952  1.784  2.444
O  1.726  0.794  4.788
C  -3.079  0.667  1.754
H  -1.424  -0.463  -1.103
H  5.176  2.268  -1.122
H  4.024  0.666  0.526
H  3.839  -0.099  -2.050
O  2.546  1.868  -0.424
H  -0.317  -0.160  6.285
C  2.858  0.169  -2.443
C  -4.540  -0.668  0.229
O  -2.448  -0.659  -6.722
H  2.888  1.054  -3.080
O  -2.935  1.396  2.697
C  -4.364  0.004  1.411
H  -5.158  0.141  2.131
O  -0.713  1.064  4.175
C  -0.450  -1.898  -6.693
H  -0.062  2.045  5.899
C  -0.682  -2.124  -3.930
H  -1.792  2.213  5.483
O  1.513  -3.075  -3.786
C  -2.004  0.359  0.789

As for the HOMO energy (spin up / spin down): -2.4920 / -4.8502 eV. As for the multiplicity: 2. As for the orbital gap (spin up / spin down): 2.9 / 5.2 eV. Its charge is -1. The calculation puts the total energy at -2248.95832 Eh. The max |F| is 5.27 eV/Å.

***

(4)
The following is a quantum chemistry calculation of a cluster of 2 separate species, C3H9N2O in total in a non-equilibrium geometry, from the OMol25 dataset.

Positions of all 15 atoms, in Å:
C  -1.319  -1.668  0.371
H  -0.918  -2.294  1.265
N  -0.076  0.807  0.678
C  -1.405  1.088  0.051
H  -2.283  1.383  0.753
H  0.189  0.849  1.638
N  2.116  0.324  -0.729
H  2.552  -0.490  -0.314
H  1.563  0.696  0.068
C  -0.858  -0.283  0.114
O  -0.262  -1.277  -0.551
H  1.581  -0.003  -1.530
H  2.633  1.173  -0.943
H  -2.186  -1.925  -0.031
H  -1.328  1.621  -0.840

As for the HOMO energy: -14.2240 eV. As for the orbital gap: 10.7 eV. Its charge is +1. The calculation puts the total energy at -304.08493 Eh. The max |F| is 6.66 eV/Å. For the energy relative to the best compared isomer or geometry (same formula, charge and spin), the calculation gives 103.80 kcal per mole.